# 1
This record from the OMol25 dataset describes a 8-piece molecular cluster, C32H55Cl14F6N4O8 overall. The level of theory is wB97M-V/def2-TZVPD.

```
119
Properties=species:S:1:pos:R:3:forces:R:3
C -4.309012 -0.909823 0.686339 0.095 -0.201 0.175
C -2.839257 -1.350005 0.861012 -0.462 -0.306 0.402
C -1.912455 -0.300514 1.499542 -0.100 0.152 -0.556
C -0.944072 0.482252 0.563559 -0.979 -1.960 -0.336
C 0.131792 -0.580075 0.262536 0.805 0.539 -0.194
C 1.067538 -0.443762 -0.946169 -0.022 -1.007 0.082
C 1.595718 -1.827218 -1.423383 1.070 0.906 0.134
C 3.046919 -1.619052 -1.910039 -0.174 -0.801 -0.550
C 3.902195 -2.898560 -2.016656 0.066 0.531 0.031
O 3.093364 -4.043581 -2.284326 -0.484 0.260 0.499
C 3.076090 -5.003487 -1.320864 0.253 -0.575 0.072
C 1.711957 -5.539039 -1.032300 -0.197 -0.099 -0.292
O 4.073325 -5.409065 -0.790133 0.099 0.361 0.131
C -1.624544 1.036986 -0.693680 0.276 0.898 0.300
C -1.900089 0.064868 -1.859789 -0.416 -0.009 -0.507
O -3.290845 -0.040506 -2.188986 0.185 -0.238 0.332
N -3.601532 0.931343 -3.172218 0.102 0.157 -0.174
O -4.732318 0.934834 -3.414589 -0.153 -0.073 0.002
C -2.824678 1.956665 -0.352387 0.163 0.050 -0.276
C -2.651021 2.695414 0.978526 0.147 -0.074 -0.338
C -1.164726 2.960390 1.156890 -0.803 0.957 0.009
C -0.873343 4.137091 2.131070 -0.564 0.227 0.253
N -0.699126 5.416913 1.462961 0.171 -0.295 0.126
N -0.351408 1.694825 1.375717 0.712 0.098 -0.015
C 1.105947 2.072305 1.116712 0.379 0.734 0.274
C 1.522253 3.114108 0.057472 0.540 0.182 -0.533
O 2.808566 3.492911 0.520602 -0.106 -0.204 0.237
C 1.600037 2.741455 -1.425313 0.597 0.997 -0.307
N 2.204763 3.891098 -2.145039 -0.468 -0.414 -0.056
C -0.423765 1.406160 2.863641 0.098 -0.600 0.065
O -1.345440 1.752976 3.502858 -0.516 0.369 0.179
C 0.741877 0.773786 3.673607 0.567 0.513 0.399
F 1.617977 0.022002 2.988349 -0.291 -0.075 -0.052
F 1.434680 1.853995 4.147957 -0.138 -0.263 -0.106
C 0.304780 -0.023108 4.960003 0.595 0.086 0.379
F -0.083893 0.822019 5.930642 0.004 -0.443 -0.819
F 1.478691 -0.614261 5.377652 -0.433 0.256 -0.062
C -0.678611 -1.199721 4.811148 0.016 -0.401 0.740
F -0.194372 -2.028989 3.840330 -0.237 0.388 -0.029
F -1.916128 -0.781761 4.497291 0.380 -0.092 -0.155
C -0.760597 -1.970778 6.179482 -0.111 0.073 -0.197
O -1.476805 -1.551026 7.020466 -0.328 0.029 0.161
O -0.061573 -3.104311 6.273854 0.255 0.285 0.151
H -4.949420 -1.506833 1.330436 -0.039 -0.102 0.043
H -4.672399 -1.048021 -0.324398 0.001 0.237 -0.153
H -4.457171 0.114884 1.015246 -0.078 0.158 -0.188
H -2.886982 -2.157128 1.590522 0.236 -0.124 0.040
H -2.446309 -1.830699 -0.029294 0.105 0.189 -0.178
H -1.262375 -0.850826 2.173300 -0.023 0.172 0.348
H -2.573817 0.350423 2.055461 0.144 0.073 0.287
H 0.753027 -0.628175 1.152882 0.093 -0.256 0.037
H -0.303256 -1.573830 0.209050 -0.572 0.115 0.006
H 0.621340 0.093767 -1.776438 0.038 0.134 -0.077
H 1.969689 0.060153 -0.634046 0.010 0.571 -0.009
H 1.038019 -2.271407 -2.242703 -0.319 -0.077 0.269
H 1.644321 -2.503541 -0.571567 -0.272 -0.189 0.085
H 3.570975 -0.960078 -1.223166 0.122 0.197 0.030
H 3.035008 -1.155777 -2.896588 -0.121 0.276 0.000
H 4.466102 -3.016142 -1.094916 0.016 -0.411 0.078
H 4.621606 -2.794739 -2.821017 0.112 -0.018 -0.097
H 1.214519 -5.795317 -1.963831 -0.136 0.096 -0.106
H 1.784432 -6.432926 -0.431842 0.094 -0.090 0.156
H 1.101165 -4.806156 -0.510511 -0.002 0.204 -0.030
H -0.878967 1.713447 -1.109308 0.086 -0.042 -0.029
H -1.424285 0.443277 -2.763304 0.183 0.118 0.012
H -1.535998 -0.949370 -1.739193 -0.007 -0.046 0.293
H -3.769209 1.440444 -0.435909 -0.133 -0.149 0.180
H -2.837010 2.729510 -1.122067 -0.146 -0.018 -0.186
H -3.138049 2.240434 1.831727 0.027 -0.095 0.104
H -3.084283 3.686808 0.858433 -0.172 0.083 0.138
H -0.923688 3.367072 0.179017 0.695 -0.433 -0.097
H -1.759959 4.237469 2.755802 -0.015 -0.186 0.198
H -0.051333 3.979646 2.824578 0.193 -0.101 -0.082
H 0.270890 5.651172 1.317436 0.041 0.058 -0.166
H -1.219161 5.462365 0.596250 0.020 0.267 -0.022
H 1.422860 2.593736 2.017896 -0.164 0.039 0.096
H 1.779903 1.229020 1.092646 -0.361 -0.427 -0.361
H 0.957847 4.039692 0.123523 -0.336 -0.113 0.159
H 3.485538 2.987315 0.060695 0.142 0.084 -0.127
H 2.289823 1.912797 -1.555004 -0.176 -0.314 0.005
H 0.633191 2.529921 -1.877095 -0.140 -0.490 0.255
H 1.452047 4.490203 -2.465708 0.076 0.269 0.128
H 2.613636 3.546787 -3.005293 0.197 -0.006 0.013
H 0.809854 -2.996876 5.868677 -0.021 -0.284 -0.299
C 1.144255 -9.383517 -2.350596 0.071 -0.139 -0.080
Cl -0.264057 -8.536643 -1.693549 0.054 0.051 -0.001
Cl 2.658599 -8.479165 -2.174719 -0.077 -0.121 -0.045
H 1.249267 -10.322317 -1.821825 0.015 0.017 0.059
H 0.972678 -9.557987 -3.405243 -0.008 0.066 -0.024
C 6.674060 -4.761040 -4.857847 0.063 -0.123 0.033
Cl 5.921485 -5.196502 -3.320128 0.087 -0.074 -0.117
Cl 6.222428 -3.127447 -5.384841 -0.009 0.006 -0.007
H 7.749919 -4.790328 -4.739467 0.011 0.057 0.033
H 6.355569 -5.465918 -5.616049 -0.072 0.032 -0.015
C -2.516476 8.226431 -0.073330 -0.004 0.198 0.168
Cl -2.727241 6.691778 -0.950978 0.005 -0.091 -0.143
Cl -4.025165 8.770597 0.652073 0.354 -0.087 -0.110
H -1.785292 8.069469 0.711399 -0.027 -0.094 0.020
H -2.170049 8.971532 -0.778861 -0.050 -0.042 -0.082
C 4.843200 0.919030 4.327209 0.032 -0.001 0.075
Cl 5.335924 2.508259 3.731886 -0.072 0.003 -0.027
Cl 5.813647 -0.386636 3.638253 -0.043 -0.021 -0.013
H 4.955555 0.904946 5.404539 0.077 0.006 0.004
H 3.810749 0.755145 4.052184 -0.016 0.003 -0.040
C -3.981316 -4.872764 -4.203450 0.013 -0.117 -0.073
Cl -3.580772 -6.467554 -3.553755 -0.019 -0.001 0.021
Cl -2.705262 -4.255818 -5.262626 -0.018 0.068 0.057
H -4.897111 -4.951030 -4.776028 0.019 -0.042 -0.042
H -4.106058 -4.195166 -3.371890 0.035 0.111 0.066
C 2.601546 -3.940597 -5.476592 0.120 -0.071 0.036
Cl 1.173611 -3.339112 -4.617300 -0.172 0.051 -0.205
Cl 2.165832 -4.891754 -6.897164 0.022 0.005 0.017
H 3.194227 -3.092405 -5.793270 -0.034 0.042 -0.048
H 3.164498 -4.564669 -4.791759 -0.046 -0.017 0.045
C -7.425291 10.000421 3.102575 -0.031 0.023 0.035
Cl -6.274061 11.236145 3.615863 -0.012 0.003 0.021
Cl -6.839981 9.101147 1.693561 -0.338 0.006 0.107
H -7.571411 9.302906 3.917630 0.055 -0.029 0.002
H -8.358486 10.482309 2.839368 0.021 0.035 -0.058
```
Positions in Å, forces in eV/Å.

Results
Strongest force on any atom (eV/A): 2.2
Total charge: +1
Kohn-Sham gap (eV): 8.36
Molar mass (Da): 1234.142

# 2
This record from the OMol25 dataset describes C23H40AlBN13O4 as an isolated structure. The level of theory is wB97M-V/def2-TZVPD.

```
82
Properties=species:S:1:pos:R:3:forces:R:3
C 4.627144 0.565684 -0.257288 0.626 0.592 0.803
O 3.865941 1.008566 -1.394058 0.328 -1.946 -0.360
B 2.926602 0.009699 -1.846583 0.497 0.460 -0.391
O 3.174350 -0.754596 -3.064746 -0.258 2.139 0.351
Al 1.120954 -0.430129 -0.860156 -0.105 -1.192 0.337
N 1.414823 -2.009353 0.166798 -0.475 1.113 -0.240
O 0.502335 1.048014 0.150134 -0.900 -0.519 -0.773
N -0.194055 1.883124 -0.655587 2.007 0.304 1.225
O 0.392985 2.935390 -0.709349 -1.116 0.242 -0.598
H 3.995366 0.289078 0.642960 0.384 0.224 -1.088
H 5.308824 -0.315137 -0.478760 -0.793 0.961 0.068
H 5.262905 1.447781 0.062941 -0.645 -1.132 -0.363
H 2.584765 -0.344370 -3.748355 0.552 -0.852 0.694
H 0.060824 -0.660873 -2.057467 -0.321 0.024 -0.068
H 0.841878 -2.801098 -0.132346 0.120 0.295 0.524
H 1.375749 -1.857398 1.180061 -0.067 -0.504 -0.823
C 0.906885 -4.603699 3.401940 0.220 0.840 0.139
C 1.512801 -3.251774 3.245407 0.331 0.622 0.076
N 1.985344 -2.198388 3.123366 -0.667 -1.572 0.623
H 0.515941 -4.718928 4.414086 0.081 0.113 -0.016
H 0.094292 -4.729884 2.688956 0.146 0.078 0.007
H 1.660003 -5.368921 3.221442 -0.044 0.119 -0.038
C 1.949458 -8.294978 0.915935 -0.358 0.703 -0.046
C 1.255245 -6.977769 0.837693 -0.351 0.653 -0.132
N 0.716247 -5.950760 0.776732 0.779 -1.748 -0.086
H 1.287856 -9.035593 1.365680 0.014 0.086 -0.034
H 2.228012 -8.625901 -0.084623 -0.033 0.072 0.058
H 2.849224 -8.203384 1.524767 -0.066 0.039 -0.050
C 0.432457 1.116069 3.393258 -0.416 -0.199 0.658
C -0.305955 0.760718 4.639516 -0.271 -0.202 0.692
N -0.878098 0.483485 5.614293 0.804 0.373 -1.472
H -0.049609 0.654662 2.530355 0.080 0.039 0.031
H 0.437043 2.198208 3.261557 -0.050 -0.080 0.018
H 1.461302 0.761029 3.457617 -0.111 -0.067 0.008
C -4.205503 0.682787 4.316070 -0.061 -0.318 -0.632
C -4.718304 -0.225911 3.251877 -0.264 -0.433 -0.497
N -5.118478 -0.937233 2.423456 0.518 1.037 1.309
H -3.128239 0.812729 4.208508 -0.076 -0.117 -0.022
H -4.691607 1.654839 4.238189 -0.039 -0.126 -0.048
H -4.416014 0.257708 5.296843 -0.010 0.068 -0.191
C -2.789323 4.247014 -2.429790 -0.251 -0.450 -0.566
C -3.275897 3.331852 -3.502411 -0.279 -0.467 -0.478
N -3.658750 2.619913 -4.337417 0.627 1.116 1.192
H -1.711115 4.383864 -2.519281 -0.057 -0.112 0.060
H -3.281210 5.215732 -2.522671 -0.008 -0.090 -0.051
H -3.013196 3.825363 -1.449922 0.065 -0.059 -0.111
C -8.158546 -0.334535 4.900600 0.219 0.632 -0.142
C -7.591141 1.033517 4.742755 0.304 0.598 -0.071
N -7.135187 2.094560 4.619375 -0.758 -1.511 0.202
H -8.519796 -0.470005 5.919979 0.103 0.059 -0.049
H -8.987601 -0.476629 4.206660 0.076 0.107 0.002
H -7.388301 -1.077384 4.694057 0.003 0.136 0.028
C 5.779498 5.282144 -0.072662 -0.180 -0.540 0.531
C 5.485361 4.262547 0.974077 -0.165 -0.505 0.493
N 5.256177 3.464781 1.785907 0.392 1.250 -1.111
H 5.999344 6.241352 0.396619 -0.020 -0.090 0.011
H 6.640012 4.967892 -0.663481 -0.076 -0.026 0.055
H 4.917525 5.395269 -0.730341 0.042 -0.075 0.069
C -0.004532 2.594874 -5.051643 0.558 -0.614 -0.273
C 0.960541 1.594132 -5.608803 0.758 -0.761 -0.440
N 1.713303 0.820100 -6.055689 -1.537 1.608 0.889
H -0.425110 3.194001 -5.859854 0.052 -0.112 -0.005
H -0.813683 2.081128 -4.530907 0.101 -0.045 -0.042
H 0.507898 3.253258 -4.349012 0.048 -0.138 -0.016
C 4.409635 3.054609 -6.783765 0.506 0.619 0.110
C 5.372689 4.182470 -6.622845 0.495 0.576 0.076
N 6.122334 5.061539 -6.497472 -1.135 -1.311 -0.202
H 4.951323 2.130609 -6.985230 -0.035 0.074 0.059
H 3.825372 2.932505 -5.871766 0.089 -0.023 -0.054
H 3.734396 3.259720 -7.614591 0.067 0.017 0.057
C -0.732397 -1.481684 -7.148903 -0.231 -0.522 -0.564
C -1.235932 -2.387176 -8.222099 -0.283 -0.454 -0.538
N -1.628297 -3.092155 -9.058620 0.597 1.066 1.245
H 0.344039 -1.345021 -7.253467 -0.083 -0.004 0.012
H -1.223295 -0.511251 -7.222505 0.011 -0.088 -0.029
H -0.942856 -1.913610 -6.170158 0.012 0.013 -0.080
C -3.344114 -2.555290 7.479064 -0.576 0.389 -0.250
C -4.562526 -1.841084 7.003773 -0.566 0.310 -0.186
N -5.509217 -1.279732 6.633327 1.332 -0.932 0.654
H -3.452776 -2.810406 8.533404 -0.056 0.047 -0.077
H -3.203593 -3.469719 6.902551 -0.060 0.090 -0.003
H -2.469299 -1.915897 7.353875 -0.093 0.033 -0.061
```
Positions in Å, forces in eV/Å.

Results
Strongest force on any atom (eV/A): 2.4
Total charge: -1
Kohn-Sham gap (eV): 6.09
Molar mass (Da): 600.454